Entry from the OMol25 dataset: a molecular structure, C40H110F2N11O14PbS2 at a distorted geometry (ωB97M-V/def2-TZVPD).

Structure (XYZ):
```
180
Properties=species:S:1:pos:R:3:forces:R:3
Pb -4.447 24.950 15.856 -0.137 0.701 0.136
N -4.830 22.700 16.673 2.567 -3.384 -1.458
S -5.918 22.101 17.619 -4.969 2.180 3.793
O -5.685 22.217 19.030 0.723 -0.928 -1.192
O -6.761 21.057 17.114 1.313 0.074 -0.212
F -6.815 23.415 17.427 -0.686 0.324 -0.268
S -3.987 21.263 16.343 2.983 -1.053 -1.375
O -4.369 20.548 15.150 -0.237 1.216 1.487
O -3.555 20.535 17.507 -1.626 0.812 -0.281
F -2.604 21.932 15.957 -0.286 0.706 -0.436
C 2.655 18.671 19.171 0.330 -0.131 -0.669
C 3.157 20.097 18.870 0.053 -1.031 -0.483
C 2.170 20.927 18.061 -0.322 0.478 1.315
O 1.905 20.388 16.796 0.533 0.151 -0.327
C 1.092 21.194 15.978 -0.709 -0.263 0.187
N 3.523 20.784 20.099 -0.645 0.674 0.079
H 2.484 18.082 18.268 0.286 0.085 -0.114
H 1.705 18.570 19.699 0.062 0.566 0.253
H 3.443 18.189 19.752 -0.123 -0.227 0.023
H 4.050 20.047 18.239 0.110 -0.275 0.124
H 2.553 21.953 18.026 0.088 0.046 -0.357
H 1.264 20.977 18.687 -0.389 0.028 -0.248
H 0.043 21.096 16.286 -0.119 0.075 0.113
H 1.131 20.837 14.951 0.296 -0.117 0.031
H 1.326 22.263 15.990 0.413 0.001 0.153
H 4.114 20.202 20.679 0.163 -0.085 -0.191
H 2.668 20.887 20.642 0.083 0.148 0.116
C -7.455 27.065 14.050 -0.424 -0.650 -0.577
C -7.269 27.172 15.565 0.031 0.578 -1.511
C -8.498 27.669 16.284 -1.321 -0.092 1.107
O -8.161 27.883 17.657 0.513 -0.026 -0.015
C -8.412 29.199 18.099 -0.916 0.358 -0.039
N -6.825 25.857 16.071 -1.037 0.517 0.433
H -7.971 27.900 13.578 0.284 0.302 0.264
H -8.057 26.197 13.756 -0.204 -0.080 0.447
H -6.524 26.867 13.517 0.221 0.413 0.207
H -6.503 27.935 15.732 0.161 -0.168 0.256
H -9.356 26.984 16.326 0.437 -0.688 -0.391
H -9.014 28.539 15.867 0.831 0.392 -0.294
H -9.478 29.414 17.959 0.017 0.166 -0.074
H -7.842 29.953 17.550 0.172 -0.087 0.016
H -8.249 29.305 19.170 0.393 -0.327 -0.061
H -7.081 25.899 17.055 0.369 -0.307 0.340
H -7.499 25.194 15.675 0.270 -0.329 -0.065
C -1.569 18.328 15.078 0.541 -1.176 -0.437
C -1.468 17.574 16.405 0.717 0.690 -0.016
C -0.225 18.038 17.184 0.359 -0.721 0.725
O -0.022 17.217 18.348 -0.141 -0.394 -0.990
C 0.537 15.960 17.965 -0.187 -0.304 1.382
N -2.692 17.648 17.182 -0.210 0.544 0.223
H -1.803 19.389 15.117 -0.166 -0.028 0.168
H -2.225 17.766 14.409 -0.549 0.468 0.152
H -0.608 18.187 14.573 0.167 0.420 0.108
H -1.274 16.535 16.133 -0.139 -0.101 0.081
H -0.245 19.060 17.571 -0.425 0.070 -0.235
H 0.708 17.924 16.622 -0.234 0.313 -0.519
H 0.876 15.545 18.915 0.357 -0.133 -0.165
H 1.366 16.031 17.257 0.086 0.300 0.036
H -0.166 15.216 17.582 -0.342 0.338 -0.216
H -2.883 18.635 17.361 -0.130 -0.323 -0.197
H -2.539 17.281 18.117 0.168 -0.330 -0.081
C -12.110 21.976 20.675 -0.185 -0.349 0.362
C -11.370 22.052 19.336 0.070 -0.039 0.569
C -10.471 20.853 19.134 -0.279 -0.832 -0.440
O -9.460 20.893 20.090 0.921 0.597 -0.163
C -8.560 19.810 20.005 -0.328 -0.881 1.124
N -12.211 22.231 18.165 -0.168 0.449 -0.360
H -12.578 20.996 20.811 0.085 -0.085 -0.068
H -12.922 22.693 20.813 0.132 0.254 -0.410
H -11.430 22.131 21.514 0.115 -0.124 -0.076
H -10.655 22.877 19.420 -0.228 0.291 -0.310
H -10.066 20.833 18.111 0.119 0.309 0.020
H -11.018 19.898 19.221 -0.257 0.118 0.119
H -7.623 20.030 20.516 -0.018 0.456 -0.148
H -8.330 19.420 19.012 -0.279 0.603 -0.085
H -8.999 18.998 20.597 0.101 -0.316 -0.282
H -12.879 22.974 18.337 0.046 0.046 -0.041
H -12.772 21.422 17.926 0.164 -0.221 0.246
C -7.001 14.160 20.536 -0.323 0.562 -0.760
C -5.899 14.935 19.797 0.207 -0.666 0.772
C -5.879 16.438 20.238 0.644 -1.561 -0.763
O -6.925 17.194 19.722 -1.177 0.142 -0.047
C -6.938 17.431 18.331 0.375 0.718 -0.199
N -4.637 14.215 20.070 0.088 0.747 0.655
H -7.926 14.686 20.286 -0.230 -0.222 0.343
H -6.873 14.125 21.619 0.134 0.260 0.016
H -7.082 13.131 20.188 0.097 0.039 -0.125
H -6.072 14.801 18.729 -0.118 0.451 -0.069
H -4.911 16.857 19.947 0.141 0.108 -0.072
H -5.945 16.465 21.327 -0.067 0.106 -0.008
H -6.741 16.569 17.696 0.038 -0.206 0.196
H -6.221 18.221 18.087 0.378 -0.118 -0.087
H -7.895 17.868 18.042 -0.135 -0.456 0.227
H -4.613 14.089 21.080 0.102 -0.299 -0.022
H -3.830 14.816 19.910 -0.065 -0.036 -0.351
C -5.388 22.285 11.908 0.572 -1.110 0.448
C -4.798 23.026 13.115 -0.275 -0.736 1.138
C -3.361 23.423 12.888 1.158 1.452 0.555
O -2.790 24.092 14.064 -0.540 -0.340 -0.305
C -1.442 24.517 13.890 0.055 0.551 0.063
N -5.626 24.171 13.634 1.429 -0.933 -1.362
H -4.886 21.311 11.882 0.401 0.155 -0.230
H -5.257 22.734 10.925 -0.124 0.336 0.131
H -6.403 21.913 12.058 -0.285 0.761 0.067
H -4.840 22.354 13.973 0.286 -0.426 -0.391
H -3.295 24.187 12.105 -0.038 -0.273 -0.393
H -2.629 22.635 12.712 -0.633 -0.511 -0.526
H -1.339 25.302 13.137 -0.314 0.021 -0.122
H -0.727 23.741 13.612 -0.328 -0.426 0.169
H -1.150 24.960 14.840 0.144 -0.085 0.009
H -5.659 24.729 12.782 -0.894 0.673 0.467
H -6.513 23.700 13.809 -0.528 0.876 -0.010
C -9.968 21.437 14.505 -1.010 -0.090 -0.132
C -9.192 22.565 13.816 -0.748 -0.006 0.838
C -10.179 23.527 13.147 -0.417 -0.046 -0.210
O -10.801 22.798 12.118 0.003 -0.074 -0.317
C -11.953 23.426 11.603 -0.219 -0.272 -0.222
N -8.424 23.278 14.856 0.436 -0.054 0.101
H -10.709 21.883 15.180 0.132 0.231 0.104
H -9.395 20.744 15.120 0.451 0.137 -0.279
H -10.582 20.848 13.825 0.322 -0.035 -0.243
H -8.500 22.174 13.069 -0.015 0.033 -0.107
H -9.754 24.462 12.755 0.544 -0.205 -0.104
H -10.963 23.888 13.829 0.167 -0.296 0.478
H -12.762 23.451 12.339 0.121 0.278 0.206
H -12.336 22.826 10.779 0.250 -0.063 -0.057
H -11.731 24.425 11.219 -0.043 0.117 0.126
H -7.793 22.578 15.249 0.057 0.027 0.008
H -9.063 23.402 15.641 -0.075 0.238 -0.036
C -4.721 19.302 21.068 -1.507 0.173 0.156
C -4.672 20.459 22.072 1.112 -0.752 -0.050
C -3.764 20.079 23.243 0.069 -0.188 0.320
O -4.001 18.788 23.788 -0.025 0.878 0.251
C -5.187 18.729 24.577 0.469 -1.656 -0.763
N -4.059 21.676 21.487 -0.918 -0.280 -0.214
H -3.779 18.784 20.899 0.021 0.080 0.028
H -5.202 19.619 20.138 0.586 0.355 -0.274
H -5.507 18.618 21.394 0.535 -0.428 0.378
H -5.705 20.620 22.385 0.116 0.495 0.170
H -3.767 20.835 24.035 -0.391 0.094 0.026
H -2.729 20.097 22.893 -0.027 -0.281 -0.237
H -5.328 19.550 25.278 0.027 0.193 -0.174
H -5.079 17.780 25.106 -0.060 0.227 0.428
H -6.031 18.531 23.909 -0.358 0.663 0.145
H -4.817 22.028 20.909 0.313 0.418 -0.071
H -3.420 21.289 20.794 0.240 0.276 0.011
C -1.259 24.072 19.508 0.000 -0.946 -0.253
C -2.537 24.183 18.670 1.151 2.091 1.762
C -3.471 25.077 19.495 -0.305 -1.208 0.604
O -4.705 25.229 18.838 -0.416 0.120 -0.885
C -5.664 25.857 19.659 -0.447 -0.181 0.908
N -2.211 24.899 17.434 0.243 -0.139 -1.444
H -1.466 23.603 20.471 0.128 -0.009 0.007
H -0.767 25.032 19.665 -0.162 0.090 -0.004
H -0.578 23.433 18.939 0.221 -0.029 0.271
H -2.967 23.193 18.543 -0.164 0.123 -0.461
H -3.050 26.039 19.815 0.262 0.168 -0.627
H -3.632 24.565 20.452 -0.143 -0.201 -0.064
H -5.904 25.263 20.549 0.650 -0.082 0.172
H -6.657 25.908 19.224 0.191 0.306 -0.865
H -5.302 26.841 19.963 -0.211 0.104 -0.004
H -1.465 24.457 16.896 -0.305 -0.746 0.177
H -1.736 25.781 17.618 -0.541 0.199 0.603
C -10.687 17.676 15.025 0.010 0.880 -0.483
C -10.267 17.292 13.587 -0.262 0.176 1.894
C -8.800 17.539 13.283 1.564 0.116 -0.045
O -8.420 18.877 13.529 -1.494 1.610 0.635
C -7.087 19.272 13.613 0.878 -1.632 -0.686
N -10.679 15.889 13.481 0.807 -0.012 -1.265
H -10.110 17.222 15.833 0.241 -0.197 -0.237
H -11.726 17.377 15.153 -0.011 0.001 0.013
H -10.628 18.760 15.141 0.031 -0.058 0.170
H -10.825 17.948 12.916 -0.275 -0.355 -0.160
H -8.622 17.339 12.218 0.088 -0.319 -0.004
H -8.107 16.941 13.889 -0.362 -0.595 -0.042
H -6.580 18.946 12.694 0.228 0.390 -0.160
H -6.504 18.787 14.406 -0.346 -0.097 0.328
H -6.952 20.343 13.752 -0.557 0.100 -0.063
H -10.387 15.547 12.565 -0.314 -0.119 -0.025
H -10.102 15.344 14.117 -0.150 0.057 0.222
```
Forces are in eV/Å.

The calculation puts the energy above the lowest of the compared OMol25 structures with the same formula, charge and spin at 0.000 eV. As for the multiplicity: 1. The electronic energy is -4434.2366 Ha. Its net charge is +1.

Here are the Löwdin charges for atoms 1 to 99, given in e: 1.565, -0.394, 0.446, -0.239, -0.228, -0.212, 0.538, -0.239, -0.251, -0.176, -0.049, -0.432, -0.232, -0.179, -0.115, 0.032, 0.062, 0.080, 0.078, 0.142, 0.124, 0.123, 0.064, 0.092, 0.083, 0.072, 0.073, -0.049, -0.396, -0.188, -0.207, -0.101, -0.061, 0.089, 0.065, 0.063, 0.145, 0.141, 0.130, 0.092, 0.093, 0.091, 0.057, 0.044, -0.051, -0.428, -0.196, -0.216, -0.112, 0.067, 0.050, 0.081, 0.080, 0.128, 0.117, 0.111, 0.093, 0.090, 0.083, 0.027, 0.067, -0.058, -0.443, -0.245, -0.171, -0.093, 0.034, 0.080, 0.071, 0.076, 0.135, 0.119, 0.135, 0.080, 0.053, 0.101, 0.068, 0.076, -0.066, -0.417, -0.218, -0.188, -0.092, 0.030, 0.077, 0.078, 0.077, 0.120, 0.103, 0.128, 0.086, 0.084, 0.072, 0.066, 0.059, -0.020, -0.414, -0.131, -0.403